# C51H47ClFIN14O7Rb

A structure of composition C51H47ClFIN14O7Rb (wB97M-V/def2-TZVPD, OMol25).

Values from the calculation:
LUMO level = -0.50 eV
HOMO = -3.689 eV
Gap between HOMO and LUMO = 3.186 eV
Energy above the lowest of the compared OMol25 structures with the same formula, charge and spin = 2.3044 eV
Total energy = -4146.70155 hartree
Charge = -1

Each line ends with the Mulliken charge.
Positions of all 123 atoms, in Å:
O: 1.495 -3.366 -2.513  -0.687
C: 4.663 2.720 1.091  -0.110
H: 6.162 -5.755 -2.577  0.353
H: 0.835 6.098 -1.015  0.377
C: 6.043 -1.859 0.456  0.334
H: 0.033 -1.665 -5.850  0.443
Cl: -4.661 0.017 6.620  -0.329
C: 5.326 -3.143 -1.914  -0.209
C: 4.775 -1.691 -0.125  -0.020
C: 3.528 2.516 0.288  0.265
H: -1.058 5.686 0.579  0.410
C: -2.211 1.194 -3.135  -1.526
H: -4.767 -2.191 2.257  0.418
H: -2.920 1.556 -3.902  0.223
O: 1.432 -3.571 -0.354  -0.554
C: -1.270 -1.981 4.499  -1.064
C: -3.746 -0.647 -2.724  -1.572
C: 0.197 2.170 1.364  -0.578
N: 0.838 -3.424 -1.451  0.940
C: -0.149 -0.789 -3.898  0.987
H: -2.036 -1.163 -4.805  0.320
C: -0.925 5.064 -0.298  -0.386
H: 8.359 -3.257 2.024  0.175
H: 9.888 -4.629 -3.236  0.361
C: 7.565 -1.193 2.361  -0.131
N: 6.302 -1.224 1.661  0.308
C: 4.885 2.071 -1.465  -0.281
H: -3.444 2.197 -1.623  0.334
C: 4.002 -0.440 1.862  0.007
N: -3.422 -2.083 -0.821  -0.327
C: -2.575 -0.003 3.133  -0.202
F: 5.005 -3.821 -3.053  -0.454
C: -1.557 3.202 -1.663  0.013
C: -3.204 1.070 2.347  -0.109
C: 0.550 -1.160 -5.043  -1.061
C: 8.158 -6.531 -2.436  -0.830
C: 6.966 -2.678 -0.221  -0.747
N: 1.087 1.960 0.419  1.047
O: 1.767 -0.213 2.540  -0.351
H: -1.210 1.394 -3.502  0.665
H: 7.030 -3.888 -4.060  0.348
H: 8.219 -2.785 -3.360  0.417
C: -3.002 -0.319 4.446  -0.048
C: 0.124 5.299 -1.180  -0.467
C: 7.885 -3.821 -3.370  -0.399
N: 0.443 -0.163 -2.884  0.981
H: 9.281 -4.459 -4.909  0.418
H: 8.983 -1.207 0.650  0.205
C: 5.258 -0.591 2.316  -0.346
H: 7.826 -7.567 -2.472  0.411
C: 8.532 -2.324 2.538  -0.580
C: 2.193 2.592 0.895  -0.140
H: -0.133 -2.123 2.667  0.273
H: 9.276 -6.745 -4.196  0.343
H: 8.965 -2.440 3.522  0.299
H: 7.452 -0.580 3.241  0.510
H: -0.830 1.814 1.385  0.034
H: 9.056 -6.444 -1.826  0.360
O: -0.401 -3.299 -1.466  -0.516
C: 5.999 2.276 -0.676  -0.432
H: -3.958 -1.518 -3.354  0.496
N: -0.576 3.446 -2.529  -0.403
C: -4.086 -1.031 -1.301  0.666
C: -2.397 1.959 -1.829  0.810
C: 6.604 -3.317 -1.389  -1.315
H: 4.537 2.940 2.143  0.547
H: -5.584 1.878 4.712  0.408
H: 9.614 -0.393 2.144  0.287
C: -4.740 1.358 4.278  -0.574
H: 2.469 -1.179 -5.999  0.353
C: 1.740 0.125 -2.974  -0.564
C: 8.914 -1.100 1.723  -0.607
N: 3.647 2.194 -0.993  -0.237
C: -1.617 -1.117 -3.780  -1.461
H: -2.583 3.750 0.136  0.074
C: 3.731 -0.843 0.502  0.039
C: -4.100 0.387 4.997  0.665
H: -2.585 -1.596 6.136  0.401
C: 2.515 -0.223 -4.070  -0.636
C: 1.903 -0.886 -5.122  -0.922
H: 2.165 0.658 -2.133  0.363
H: 0.358 3.166 3.226  0.209
C: -4.613 -1.849 1.241  -0.104
Rb: 0.102 -0.890 0.006  -0.110
I: -5.307 3.157 1.901  -0.111
H: 6.808 -5.845 -0.938  0.437
C: 0.243 4.468 -2.278  -0.442
H: -6.018 -0.226 1.350  0.400
C: -1.779 4.010 -0.543  -0.032
C: -0.950 -1.623 3.177  -0.155
N: 7.539 -4.222 -2.015  0.292
H: 4.982 1.803 -2.513  0.357
N: 8.552 -6.126 -3.835  -0.151
H: -1.676 -2.123 -3.351  0.482
C: -3.675 -2.467 0.425  -0.423
H: 5.491 -0.176 3.288  0.445
H: -4.420 0.155 -3.050  0.360
C: 7.065 -5.598 -1.967  -0.433
H: -0.701 -2.754 4.999  0.407
C: -4.303 1.685 2.993  -0.033
N: -1.586 -0.687 2.516  0.934
C: 2.929 0.154 2.803  -0.087
O: 3.371 0.869 3.721  -0.853
C: 9.012 -4.691 -3.880  -0.856
C: -2.300 -1.340 5.125  -1.120
O: 2.769 -0.510 -0.166  0.615
H: 7.000 2.174 -1.080  0.412
O: -2.783 1.388 1.208  -0.042
N: 5.893 2.607 0.615  -0.719
H: 3.395 -2.251 -1.684  0.593
H: -3.093 -3.308 0.787  0.427
N: -2.364 -0.234 -2.914  1.249
H: -2.113 1.291 -1.012  -0.376
C: -5.305 -0.763 0.736  -0.427
C: 4.408 -2.344 -1.304  0.268
N: 0.748 2.911 2.337  0.561
H: 3.569 0.024 -4.094  0.438
N: 2.028 3.184 2.062  -0.997
C: -5.033 -0.342 -0.557  -0.567
H: 1.045 4.619 -2.995  0.397
H: -5.527 0.529 -0.970  0.249
H: 7.965 -2.861 0.134  0.589
H: 7.734 -6.225 -4.442  0.404

# C32H78N4O14

A cluster of 9 separate species, C32H78N4O14 in total at a distorted geometry (wB97M-V/def2-TZVPD, OMol25).

Values from the calculation:
⟨S²⟩ = 0.75
LUMO level (alpha / beta) = 2.24 / 2.29 eV
HOMO (alpha / beta) = 0.745 / -7.015 eV
2S+1 = 2
Gap between HOMO and LUMO (alpha / beta) = 1.498 / 9.309 eV
Total energy = -2538.11593 hartree
Charge = -1

Each line ends with the Mulliken spin population.
Positions of all 128 atoms, in Å:
O: 2.054 -1.700 0.693  -0.153
H: 0.452 0.474 1.740  0.103
H: -0.343 -0.652 2.830  -0.007
H: 2.677 2.428 -0.747  0.072
O: -4.705 -2.815 3.945  -0.244
H: -0.744 -2.926 0.736  -0.008
H: -5.580 5.742 1.542  0.021
O: -0.709 -1.005 0.899  -0.129
H: -3.205 -2.944 0.232  0.007
O: -7.980 6.424 2.001  -0.034
H: 6.566 -2.494 -2.449  0.061
H: -5.754 -4.677 4.069  0.007
C: 4.814 -3.110 -1.441  -0.102
H: 4.809 -3.505 -5.534  -0.007
H: 1.676 0.142 -0.393  0.125
C: 3.662 2.886 5.924  0.327
O: 1.109 -3.173 -4.441  -0.149
C: 3.029 0.529 5.299  0.895
O: -1.187 -5.820 -0.084  -0.090
H: -6.544 -2.227 3.026  0.098
H: 1.393 -5.560 -0.250  0.003
H: -5.341 2.283 2.323  0.051
H: -8.383 4.547 1.726  0.017
C: 6.327 1.402 -4.868  0.073
H: 2.639 3.169 5.674  0.030
H: 4.625 1.013 6.443  -0.008
H: 3.692 -1.274 4.560  0.049
H: 4.763 -6.456 -1.415  -0.001
H: 3.543 4.643 -1.916  0.006
H: -6.960 -1.784 0.612  0.026
H: 1.902 2.884 0.899  0.018
H: -2.829 -3.313 1.939  -0.026
H: 2.472 6.334 0.458  0.010
H: 5.308 -0.390 -4.472  0.016
H: 2.038 0.460 -4.109  0.002
C: 0.056 -2.670 -4.074  -0.102
H: 0.793 5.936 -2.274  -0.005
H: -0.226 -3.261 -6.558  0.026
O: -5.244 -0.647 0.960  -0.390
C: -0.074 -2.266 -2.637  0.465
H: 1.254 -2.453 2.270  -0.016
H: 2.144 6.195 -3.230  0.000
H: -1.873 -2.119 -4.482  -0.114
C: -5.344 -3.857 4.658  0.122
H: 3.437 3.492 0.571  -0.078
H: -1.091 0.822 -0.047  -0.018
H: -6.032 4.549 2.800  0.020
H: -1.271 -2.020 -6.918  -0.045
C: 2.455 4.635 -1.844  0.006
C: -5.071 -0.856 2.420  0.080
C: 1.877 6.000 -2.191  0.023
C: -6.113 4.814 1.746  0.110
H: 1.340 -3.760 -0.181  -0.050
C: 2.910 0.283 -3.479  0.101
H: -5.298 -3.025 2.056  0.041
H: 5.381 -1.258 -2.168  -0.021
H: -0.642 -1.354 -2.452  0.031
O: 5.327 -4.440 -1.674  -0.120
N: -1.012 -2.503 -4.844  -0.068
C: -4.809 2.902 1.601  0.084
H: 3.246 0.070 0.477  -0.022
H: 2.148 3.936 -2.622  0.028
H: -4.605 -4.398 5.250  -0.013
H: 0.861 7.080 0.194  -0.004
H: -2.038 -3.513 -6.287  -0.048
O: -5.715 3.707 0.943  -0.167
H: 4.919 -2.760 -0.414  0.073
O: 5.047 -2.359 -3.914  -0.138
C: -2.698 -3.635 0.906  0.140
O: 2.056 0.954 4.708  -0.522
H: 3.509 -5.344 -1.705  0.028
H: 0.882 -2.155 -2.126  -0.056
H: 2.309 -1.094 2.509  0.280
C: -1.176 -2.850 -6.217  0.211
H: 6.574 2.249 -4.229  -0.009
H: 7.210 0.777 -5.007  -0.003
C: 3.131 -0.948 5.437  0.382
H: 4.356 3.266 5.174  -0.076
C: -0.591 -4.834 0.281  0.104
N: 3.808 1.400 5.994  -0.306
C: -6.530 -0.788 0.512  0.374
H: 2.180 8.100 0.418  -0.013
H: 3.144 -0.780 -3.538  -0.087
C: 1.467 -1.446 1.912  -0.244
H: -0.641 -3.049 -2.133  0.142
H: -3.878 3.331 1.971  -0.171
C: -1.550 -0.106 0.296  0.640
C: -9.338 6.702 1.793  0.000
H: 4.290 -5.314 -0.081  -0.014
N: 5.247 0.608 -4.327  -0.077
H: 6.081 -4.159 -4.430  0.007
H: -6.197 -3.542 5.260  -0.006
H: -9.388 6.939 0.730  0.000
H: 3.726 -1.344 6.260  -0.221
O: 3.824 2.344 -3.771  -0.109
C: 2.492 -0.502 -0.064  -0.239
H: -4.453 2.329 0.745  0.086
H: -7.624 5.065 0.294  0.020
O: 1.941 4.184 -0.611  -0.234
C: 5.100 -3.690 -4.500  -0.007
H: -10.083 6.036 2.228  -0.001
H: 3.744 -3.130 -1.644  0.116
H: 2.195 -1.506 5.445  -0.022
H: 2.588 0.625 -2.496  0.065
C: 5.497 -2.288 -2.504  0.115
C: -5.473 -2.277 2.830  0.085
H: -7.376 -0.175 0.824  0.016
H: -9.576 7.648 2.279  -0.003
H: 3.124 -0.878 -0.869  0.093
C: 1.926 7.140 -0.031  0.078
C: 0.954 -4.690 0.237  0.127
H: -3.157 -4.623 0.909  0.049
H: 4.034 3.351 6.837  -0.032
C: 2.538 3.153 0.056  0.249
H: 1.336 -4.600 1.254  0.008
H: -3.992 -0.792 2.559  0.073
O: 2.316 7.144 -1.336  -0.039
C: -7.569 5.182 1.376  0.037
N: -1.250 -3.799 0.710  -0.052
H: -2.464 0.115 0.848  0.073
H: -5.490 -0.162 3.149  0.001
C: 0.191 -0.574 1.883  -1.169
H: -6.419 -0.454 -0.519  -0.034
H: 6.105 1.741 -5.879  -0.002
C: 4.067 1.180 -3.932  0.135
H: -1.901 -0.629 -0.593  0.140
H: 4.404 -4.392 -4.041  0.011
C: 4.443 -5.448 -1.152  0.010

# C2H7O

A cluster of 2 separate species, C2H7O in total at a distorted geometry (wB97M-V/def2-TZVPD, OMol25).

Values from the calculation:
⟨S²⟩ = 0.75
LUMO level (alpha / beta) = 7.99 / 8.00 eV
HOMO (alpha / beta) = 4.803 / 0.454 eV
2S+1 = 2
Gap between HOMO and LUMO (alpha / beta) = 3.188 / 7.546 eV
Energy above the lowest of the compared OMol25 structures with the same formula, charge and spin = 0.4791 eV
Total energy = -155.42247 hartree
Charge = -2

Each line ends with the Mulliken spin population.
Positions of all 10 atoms, in Å:
C: 0.638 -0.374 -0.495  -0.421
H: -0.769 -1.707 0.363  -0.381
C: -0.110 -1.728 -0.504  3.856
H: 0.291 0.429 0.178  -0.006
H: -0.784 -1.656 -1.357  -0.558
O: -0.576 2.053 0.955  -0.003
H: 1.725 -0.504 -0.287  -0.021
H: 0.670 0.169 -1.479  -0.150
H: 0.515 -2.628 -0.421  -1.313
H: -0.057 2.656 1.496  -0.004

The lowest total energy belongs to which entry? C51H47ClFIN14O7Rb

Which value of total energy does entry 1 give? -4146.70155 hartree